1.
C4H9NO in the gas phase at a distorted geometry, computed with ωB97M-V/def2-TZVPD.

Geometry (Å):
C1 -2.512 0.467 -0.156
N1 -1.444 0.149 0.453
O1 -0.602 -0.664 -0.370
C2 0.640 -1.045 0.325
C3 1.807 -0.279 -0.233
C4 1.714 1.246 0.024
H1 -3.210 1.055 0.422
H2 -2.689 0.192 -1.219
H3 0.500 -0.875 1.374
H4 0.725 -2.126 0.146
H5 1.933 -0.475 -1.289
H6 2.723 -0.718 0.245
H7 0.829 1.661 -0.456
H8 1.604 1.466 1.119
H9 2.617 1.758 -0.315

- Energy above the lowest of the compared OMol25 structures with the same formula, charge and spin: 68.56 kcal/mol
- Energy: -7829.3469 eV
- HOMO energy: -9.63 eV
- SMILES: C=NOCCC
- LUMO energy: 0.044 hartree
- Gap between HOMO and LUMO: 0.3983 Eh
- Net charge: 0

Results of the Mulliken charge analysis, in e, for atoms 1 through 8: number 1, C, carries -0.30; number 2, N, carries -0.43; number 3, O, carries -0.13; number 4, C, carries -0.46; number 5, C, carries -0.29; number 6, C, carries -1.07; number 7, H, carries 0.28; number 8, H, carries 0.28

=====

2.
C32H33BClNO2S in the gas phase at a distorted geometry, computed with ωB97M-V/def2-TZVPD.

Geometry (Å):
C1 2.327 4.457 2.536
C2 3.271 3.739 1.528
O1 2.576 3.357 0.327
C3 2.334 2.002 0.237
C4 1.052 1.592 0.580
C5 0.791 0.239 0.512
C6 1.718 -0.713 0.138
C7 1.305 -2.151 0.129
C8 0.691 -2.793 -0.935
C9 0.326 -4.110 -0.834
C10 0.569 -4.847 0.307
C11 1.166 -4.212 1.379
C12 1.522 -2.886 1.279
C13 2.987 -0.261 -0.210
B1 4.055 -1.373 -0.629
C14 3.870 -2.127 -2.024
O2 5.144 -1.666 0.168
C15 3.305 1.086 -0.182
C16 4.693 1.528 -0.619
Cl1 5.802 1.822 0.794
C17 4.690 2.757 -1.552
C18 3.606 2.685 -2.640
S1 -0.883 -0.266 0.919
C19 -1.777 1.080 0.131
C20 -2.938 0.871 -0.581
C21 -3.558 -0.504 -0.771
C22 -3.783 -1.303 0.544
C23 -5.185 -1.877 0.710
C24 -6.318 -1.126 0.431
C25 -7.550 -1.704 0.644
C26 -7.677 -2.990 1.110
C27 -6.545 -3.743 1.355
C28 -5.300 -3.177 1.154
C29 -3.547 1.974 -1.162
C30 -2.993 3.221 -1.009
C31 -1.824 3.406 -0.303
C32 -1.191 2.329 0.270
N1 0.037 2.517 0.990
H1 1.290 4.146 2.394
H2 2.651 4.131 3.534
H3 2.424 5.543 2.467
H4 3.753 2.904 2.033
H5 4.009 4.492 1.224
H6 0.482 -2.253 -1.856
H7 -0.140 -4.645 -1.659
H8 0.301 -5.897 0.382
H9 1.370 -4.748 2.304
H10 1.986 -2.393 2.133
H11 4.335 -3.119 -1.924
H12 2.816 -2.307 -2.248
H13 4.318 -1.550 -2.845
H14 5.966 -1.551 -0.324
H15 5.192 0.737 -1.188
H16 4.607 3.676 -0.969
H17 5.666 2.815 -2.055
H18 3.437 1.652 -2.973
H19 3.934 3.244 -3.524
H20 2.650 3.104 -2.311
H21 -2.925 -1.091 -1.452
H22 -4.506 -0.378 -1.306
H23 -3.089 -2.152 0.546
H24 -3.493 -0.698 1.414
H25 -6.196 -0.111 0.062
H26 -8.441 -1.112 0.442
H27 -8.652 -3.436 1.292
H28 -6.616 -4.771 1.702
H29 -4.425 -3.783 1.382
H30 -4.457 1.889 -1.751
H31 -3.468 4.100 -1.438
H32 -1.404 4.402 -0.183
H33 -0.148 2.324 1.977

- Energy: -63340.2111 eV
- HOMO energy: -8.23 eV
- SMILES: CCOc1c2c(c(-c3ccccc3)c(B(C)O)c1[C@H](Cl)CC)Sc1c(CCc3ccccc3)cccc1N2
- LUMO energy: 0.018 hartree
- Gap between HOMO and LUMO: 0.3206 Eh
- Net charge: 0

Results of the Mulliken charge analysis, in e, for atoms 1 through 8: number 1, C, carries -1.15; number 2, C, carries -0.36; number 3, O, carries -0.44; number 4, C, carries 0.84; number 5, C, carries -0.72; number 6, C, carries 1.01; number 7, C, carries -0.36; number 8, C, carries -1.05

=====

3.
A molecular structure, C24H27N9O3Ti, computed with ωB97M-V/def2-TZVPD.

Geometry (Å):
Ti1 -0.114 -0.407 0.160
C1 -3.601 -0.011 -2.894
O1 -2.592 0.814 -3.467
C2 -2.258 1.901 -2.693
C3 -2.560 3.171 -3.138
C4 -2.186 4.290 -2.394
C5 -1.517 4.111 -1.203
C6 -1.194 2.831 -0.734
C7 -0.466 2.708 0.512
N1 -0.050 1.602 1.010
N2 0.650 1.726 2.204
C8 1.110 0.564 2.575
O2 0.939 -0.528 1.898
C9 1.889 0.485 3.835
C10 2.372 -0.749 4.257
C11 3.109 -0.847 5.428
C12 3.368 0.289 6.182
C13 2.887 1.524 5.763
C14 2.150 1.624 4.595
C15 -1.555 1.699 -1.490
O3 -1.259 0.473 -1.115
H1 -3.800 -0.804 -3.611
H2 -4.517 0.564 -2.729
H3 -3.266 -0.445 -1.949
H4 -3.086 3.270 -4.079
H5 -2.425 5.283 -2.750
H6 -1.224 4.967 -0.607
H7 -0.242 3.620 1.065
H8 2.160 -1.624 3.658
H9 3.482 -1.809 5.753
H10 3.944 0.213 7.095
H11 3.090 2.409 6.350
H12 1.770 2.577 4.257
N3 -3.804 -2.111 1.665
C16 -3.039 -1.025 1.612
N4 -1.888 -1.344 1.057
C17 -2.003 -2.691 0.776
N5 -3.176 -3.188 1.134
C18 -0.888 -3.348 0.158
C19 -0.815 -4.715 -0.063
N6 0.235 -5.323 -0.587
C20 1.277 -4.486 -0.890
C21 1.242 -3.142 -0.693
N7 0.158 -2.492 -0.173
H13 -4.734 -2.206 2.035
H14 -3.331 -0.052 1.969
H15 -1.665 -5.331 0.212
H16 2.164 -4.947 -1.305
H17 2.096 -2.536 -0.965
N8 0.375 -1.105 -2.901
C22 0.834 0.040 -3.678
C23 2.171 0.544 -3.153
C24 2.112 1.227 -1.793
N9 1.919 0.292 -0.659
H18 0.790 -1.970 -3.225
H19 -0.631 -1.194 -2.955
H20 0.094 0.834 -3.577
H21 0.920 -0.172 -4.750
H22 2.585 1.266 -3.862
H23 2.883 -0.290 -3.111
H24 1.293 1.951 -1.775
H25 3.042 1.783 -1.647
H26 2.253 0.750 0.187
H27 2.527 -0.513 -0.786

- Energy above the lowest of the compared OMol25 structures with the same formula, charge and spin: 0.00 kcal/mol
- Energy: -67997.7993 eV
- HOMO energy (alpha / beta): -5.35 / -7.99 eV
- 2S+1: 3
- LUMO energy (alpha / beta): -0.002 / -0.005 hartree
- Gap between HOMO and LUMO (alpha / beta): 0.1948 / 0.2891 Eh
- Net charge: 0

Results of the Mulliken charge analysis, in e, for atoms 1 through 8: number 1, Ti, carries 0.07; number 2, C, carries -0.47; number 3, O, carries -0.47; number 4, C, carries -0.18; number 5, C, carries -0.51; number 6, C, carries -0.77; number 7, C, carries -1.02; number 8, C, carries 0.58